Computed, not measured: a structure of composition C16H38GeN3O2PtSSi3, with ωB97M-V/def2-TZVPD.

ORCA input file:
```
! wB97M-V def2-TZVPD RIJCOSX def2/J DEFGRID3
* xyz 4 2
Pt 0.945 1.097 -1.484
Ge -0.189 -0.146 0.102
S -0.787 0.562 -2.902
Si -2.600 -3.743 -1.504
Si 2.996 -3.112 3.716
Si -1.377 1.348 1.925
O 4.341 3.177 -0.380
O 2.574 1.776 -0.352
N 3.277 2.809 -2.268
N -2.663 1.975 -4.098
N 2.338 2.097 -3.032
C -0.020 2.559 2.266
C 3.964 -3.859 2.366
C -1.179 -4.560 -2.295
C -3.399 3.026 -4.518
C 3.368 2.549 -0.950
C 1.701 -4.080 4.549
C 3.468 -1.478 4.369
C -3.159 4.274 -4.008
C -2.143 4.410 -3.065
C -1.398 3.313 -2.658
C -1.867 0.208 3.292
C -3.180 -4.299 0.129
C 4.545 3.094 1.059
C -1.660 2.057 -3.191
C -3.623 -2.615 -2.507
C -2.726 1.891 0.772
H 3.373 -3.932 1.447
H 2.171 -4.448 5.476
H -3.743 5.118 -4.344
H -0.468 3.503 2.593
H -3.018 -1.819 -2.947
H -1.000 -0.151 3.848
H -3.176 2.807 1.171
H 0.847 -3.481 4.869
H -2.504 0.746 4.003
H -4.467 -2.199 -1.960
H -4.012 -3.211 -3.345
H 4.185 2.141 1.431
H 3.963 3.405 -2.715
H 1.886 2.724 -3.692
H -2.849 1.073 -4.524
H 5.616 3.192 1.199
H 4.217 -4.888 2.644
H -0.627 -3.908 -2.974
H 4.023 3.927 1.521
H -0.605 3.420 -1.931
H -3.518 1.145 0.700
H -1.618 -5.353 -2.921
H -3.883 -3.614 0.600
H 4.420 -1.636 4.899
H 3.687 -0.759 3.578
H 1.378 -4.954 3.986
H 4.880 -3.308 2.153
H -2.442 -0.642 2.924
H -0.503 -5.044 -1.592
H 2.757 -1.068 5.084
H 2.811 1.368 -3.565
H -4.156 2.814 -5.261
H 0.633 2.211 3.067
H -3.729 -5.233 -0.072
H 0.581 2.770 1.379
H -2.374 -4.563 0.813
H -1.926 5.387 -2.650
H -2.355 2.129 -0.226
*
```

Its LUMO energy (alpha / beta) is -11.52 / -12.09 eV. The value obtained for the HOMO-LUMO gap (alpha / beta) is 0.2378 / 0.2331 Eh. As for the expectation value of S²: 0.76. As for the energy above the lowest of the compared OMol25 structures with the same formula, charge and spin: 0.0 kcal/mol.

Results of the Mulliken charge analysis, in e, for atoms 1 through 6: 0.486, 0.415, -0.412, 0.437, 0.550, 0.191